Molecular formula: C36H65Cl2CsN13O5
Method: DFT, ωB97M-V with the def2-TZVPD basis set

Structure (ORCA input):
```
! wB97M-V def2-TZVPD RIJCOSX def2/J DEFGRID3
* xyz -1 1
Cs -0.1063 -0.7800 1.0907
C -1.8933 4.8859 -2.5753
N -0.4767 4.7563 -2.3288
C 0.2752 5.9783 -2.4708
C -0.0122 3.7192 -1.5004
N -0.1811 2.4756 -1.7023
C -0.7199 1.9749 -2.9488
C -2.0177 1.2003 -2.7155
N -1.8555 0.0161 -1.8898
C -1.7215 -1.2234 -2.6368
C -0.5631 -1.2767 -3.6197
N 0.7059 -1.0541 -2.9560
C 1.7881 -1.1196 -3.6225
N 2.9687 -0.6033 -3.0908
C 2.8281 0.1577 -1.8614
C 4.1111 -1.5037 -3.0608
N 1.9352 -1.6573 -4.9047
C 1.3686 -2.9422 -5.2234
C 2.8243 -1.0863 -5.8820
C -2.9240 -0.1222 -0.9060
C -2.8975 0.9753 0.1742
N -2.7113 0.3843 1.4885
C -3.5353 0.5581 2.4383
N -4.5693 1.5113 2.4271
C -4.1994 2.9068 2.3150
C -5.7990 1.2670 3.1404
N -3.4786 -0.2437 3.5743
C -2.7298 -1.4873 3.4870
C -3.2699 0.4567 4.8291
N 0.7446 4.1479 -0.4090
C 0.0566 5.0462 0.5078
C 1.4615 3.0997 0.3010
H -2.3319 5.6910 -1.9667
H -2.4045 3.9606 -2.3265
H -2.0908 5.1153 -3.6272
H 0.1446 6.3615 -3.4871
H 1.3323 5.7870 -2.3046
H -0.0425 6.7706 -1.7773
H 0.0195 1.2865 -3.3633
H -0.8940 2.7628 -3.6928
H -2.4719 0.9449 -3.6890
H -2.7278 1.8682 -2.2199
H -2.6536 -1.4445 -3.1952
H -1.5876 -2.0261 -1.9084
H -0.6969 -0.5262 -4.4124
H -0.6418 -2.2470 -4.1206
H 1.9944 0.8507 -1.9401
H 3.7549 0.7149 -1.6959
H 2.6427 -0.4887 -0.9980
H 4.1834 -2.0644 -3.9902
H 4.0259 -2.2202 -2.2347
H 5.0293 -0.9250 -2.9372
H 0.9689 -3.3953 -4.3197
H 2.1499 -3.6025 -5.6204
H 0.5657 -2.8857 -5.9692
H 3.2191 -0.1443 -5.5093
H 2.2937 -0.8968 -6.8220
H 3.6709 -1.7498 -6.1089
H -2.8108 -1.0959 -0.4305
H -3.9154 -0.1382 -1.3966
H -3.8003 1.5926 0.1119
H -2.0344 1.6214 -0.0290
H -3.1978 2.9931 1.9008
H -4.2049 3.4022 3.2973
H -4.8933 3.4448 1.6616
H -6.0051 0.2000 3.1654
H -6.6172 1.7708 2.6187
H -5.7868 1.6399 4.1749
H -2.9107 -1.9723 2.5293
H -3.0740 -2.1466 4.2872
H -1.6476 -1.3484 3.6168
H -3.7768 1.4195 4.8222
H -2.2005 0.6384 5.0049
H -3.6606 -0.1340 5.6603
H 0.7839 5.6218 1.0823
H -0.5632 4.4812 1.2165
H -0.5834 5.7376 -0.0360
H 2.0344 2.5041 -0.4047
H 0.7837 2.4401 0.8504
H 2.1346 3.5685 1.0205
C 3.7787 0.5771 1.5245
O 3.1415 -0.6409 1.2266
C 4.0412 -1.7146 1.0773
C 3.2840 -3.0172 1.0893
O 2.6026 -3.2166 -0.1315
C 1.7908 -4.3832 -0.0425
C 1.2272 -4.7684 -1.3895
O 0.0217 -4.0768 -1.6524
C -0.9103 -4.8443 -2.3800
H 4.4212 0.4766 2.4083
H 4.3901 0.9268 0.6817
H 2.9977 1.3033 1.7393
H 4.6158 -1.6080 0.1456
H 4.7562 -1.7172 1.9130
H 3.9928 -3.8432 1.2555
H 2.5774 -3.0052 1.9267
H 2.3884 -5.2165 0.3478
H 0.9698 -4.2179 0.6608
H 1.9743 -4.5434 -2.1657
H 1.0430 -5.8461 -1.3859
H -1.1156 -5.7936 -1.8768
H -1.8341 -4.2699 -2.4268
H -0.5615 -5.0513 -3.4015
Cl 2.8270 1.5444 8.4017
C 2.1907 1.3439 6.7849
C 1.8121 2.4792 6.0561
C 1.3168 2.3435 4.7918
Cl 0.8478 3.7706 3.9103
C 1.1491 1.0711 4.1218
O 0.7018 0.9848 2.9576
C 1.5479 -0.0573 4.9281
C 1.4556 -1.4254 4.4537
O 1.0608 -1.8143 3.3691
C 2.0561 0.1035 6.2275
H 1.9112 3.4633 6.4945
H 1.7952 -2.1747 5.2005
H 2.3439 -0.7779 6.7895
N -2.7029 -3.2334 0.4718
C -2.5521 -4.3885 0.4988
N -2.5338 -5.6992 0.4415
C -1.3571 -6.2874 0.4892
N -0.3757 -6.9113 0.5116
*
```

Calculated values
- Kohn-Sham gap (eV) = 7.09
- LUMO level (eV) = 1.9
- molecular weight (g/mol) = 963.8

Results of the Mulliken charge analysis, in e, for atoms 1 through 99: -0.12, -0.97, 0.31, -1.04, 0.25, 0.15, -0.70, -1.57, 1.93, -0.95, -1.14, 0.49, 0.03, 0.21, 0.05, -1.02, 0.55, -0.86, -1.22, -1.25, 0.06, 0.90, -0.13, 0.32, -0.88, -1.00, 0.07, -0.65, -0.95, 0.04, -0.85, -0.92, 0.35, 0.27, 0.28, 0.34, 0.33, 0.32, -0.03, 0.35, 0.30, 0.56, 0.13, -0.26, 0.44, 0.65, -0.49, 0.27, 0.15, 0.34, 0.07, 0.36, 0.02, 0.35, 0.27, 0.34, 0.36, 0.36, 0.18, 0.04, 0.02, -0.03, 0.07, 0.36, 0.33, 0.34, 0.32, 0.32, 0.36, 0.28, -0.02, 0.31, 0.16, 0.32, 0.34, 0.06, 0.32, 0.06, 0.39, 0.43, -0.62, 0.54, -0.79, -0.53, 0.04, -0.66, -0.83, 0.17, -1.32, 0.40, 0.26, -0.20, 0.14, 0.58, 0.40, 0.24, 0.41, 0.27, 0.11

---

Molecular formula: C36H65F17N2O23P5
Method: DFT, ωB97M-V with the def2-TZVPD basis set

Structure (ORCA input):
```
! wB97M-V def2-TZVPD RIJCOSX def2/J DEFGRID3
* xyz 1 1
C -4.8864 2.5914 0.6687
C -3.9833 2.5935 -0.6255
N -2.6830 1.8925 -0.4392
O -3.0093 0.6734 0.1883
C -2.1237 -0.2708 -0.3099
O -2.5111 -1.0603 -1.1186
C -0.6544 -0.4202 0.1544
C 0.3757 -0.4043 -0.8836
C 1.7510 -0.5441 -0.4578
C 2.8599 -0.4823 -1.5692
C 3.7854 -1.7878 -1.5007
C 2.9409 -3.0871 -1.2592
O 3.0141 -3.4251 0.1415
N 2.0550 -0.7165 0.8715
C 1.1023 -0.7367 1.8715
C -0.3141 -0.5675 1.5718
C -1.3219 -0.5544 2.7497
C -2.6018 -1.4473 2.5313
C -3.2452 -1.9664 3.8481
F -2.3772 -2.8565 4.4505
F -3.3231 -0.8645 4.7093
C -4.7184 -2.5085 3.6613
F -5.2377 -2.3393 2.4063
F -5.5359 -1.7988 4.5256
C -4.9223 -4.0354 4.0641
F -4.6378 -4.2096 5.3880
F -6.2916 -4.2429 3.9497
C -4.2433 -5.0729 3.0846
F -5.2334 -5.6987 2.3491
F -3.4244 -4.4680 2.1406
C -3.3864 -6.2186 3.7503
F -2.6349 -6.7658 2.7199
F -2.4258 -5.7048 4.6055
C -4.2078 -7.3072 4.5543
F -3.5493 -7.4874 5.7618
F -5.4753 -6.9109 4.8994
C -4.2940 -8.7421 3.9071
F -4.9233 -9.5357 4.8551
F -3.0656 -9.3360 3.7328
C -5.1600 -8.8836 2.6022
F -6.4175 -8.3908 2.6978
F -5.2967 -10.2395 2.3831
F -4.5904 -8.3782 1.4781
H -5.7813 1.9222 0.5622
H -5.2742 3.6334 0.8402
H -4.3579 2.2964 1.6090
H -3.7257 3.6140 -1.0029
H -4.5333 1.9918 -1.3998
H -2.0475 2.4407 0.1491
H 0.0501 -0.2585 -1.9388
H 2.4193 -0.3278 -2.5843
H 3.4618 0.4375 -1.3163
H 4.5326 -1.5749 -0.6928
H 4.3418 -1.8162 -2.4713
H 3.4304 -3.9142 -1.8456
H 1.8792 -3.0017 -1.6235
H 2.1478 -3.7896 0.3888
H 3.0479 -0.8242 1.0908
H 1.4902 -0.8885 2.9033
H -1.6359 0.5202 2.8954
H -0.7901 -0.8233 3.7062
H -2.3347 -2.2520 1.7991
H -3.3676 -0.7942 2.0224
C 3.6477 -6.6631 6.6874
O 3.1106 -5.3367 6.5495
P 3.7529 -4.4598 5.2307
O 3.4692 -3.1602 5.9565
O 2.4997 -4.8489 4.2524
C 1.2567 -5.3212 4.7592
O 4.4437 -3.6195 3.9165
C 5.7880 -3.1895 4.1501
H 3.1560 -7.1564 7.5220
H 3.4750 -7.2539 5.7769
H 4.7194 -6.6138 6.8862
H 0.9330 -4.7705 5.6421
H 1.3388 -6.3876 4.9810
H 0.5079 -5.1978 3.9738
H 6.4242 -4.0445 4.3832
H 5.8203 -2.4710 4.9714
H 6.1589 -2.7119 3.2431
C 4.5199 1.8663 -5.9957
O 3.1339 1.7596 -5.6376
P 2.2480 3.2106 -5.8622
O 1.2589 2.8089 -4.7856
O 1.7260 2.7266 -7.3308
C 1.7329 1.3627 -7.7392
O 1.4607 4.6814 -6.1716
C 1.7522 5.7175 -5.2293
H 4.9946 0.8968 -5.8614
H 4.6322 2.1707 -7.0454
H 5.0175 2.5967 -5.3545
H 1.3986 0.6907 -6.9490
H 2.7378 1.0938 -8.0731
H 1.0585 1.2632 -8.5915
H 2.8260 5.9098 -5.1975
H 1.3965 5.4393 -4.2353
H 1.2415 6.6252 -5.5489
C -5.4872 5.5542 6.4845
O -5.0840 4.9969 5.2229
P -3.4448 5.2732 4.8357
O -3.7075 5.1755 3.3479
O -2.9886 3.8171 5.4284
C -3.9027 2.7405 5.5879
O -1.8039 5.6497 4.6444
C -1.5631 7.0216 4.3078
H -6.5279 5.2974 6.6659
H -4.8764 5.1523 7.3050
H -5.3890 6.6408 6.4620
H -4.5822 2.6446 4.7407
H -4.4634 2.8768 6.5155
H -3.3217 1.8202 5.6784
H -1.9841 7.6714 5.0767
H -2.0048 7.2598 3.3387
H -0.4862 7.1831 4.2566
C 5.8378 5.6356 1.8574
O 4.7509 6.5703 1.9131
P 3.5552 6.1727 3.0647
O 2.4563 6.8909 2.3210
O 4.2139 7.1263 4.2119
C 5.0644 8.2213 3.8959
O 2.5475 5.5281 4.2643
C 1.8006 4.3815 3.8529
H 6.5665 5.9861 1.1307
H 6.3303 5.5464 2.8358
H 5.4721 4.6541 1.5481
H 4.7013 8.7955 3.0439
H 6.0749 7.8508 3.7068
H 5.1034 8.8747 4.7688
H 2.4765 3.5923 3.5147
H 1.1103 4.6465 3.0490
H 1.2291 4.0155 4.7057
C -1.3006 -0.7369 -14.2890
O -0.8400 -0.0476 -13.1163
P 0.8015 -0.3294 -12.7484
O 0.6190 -0.0674 -11.2735
O 1.2830 1.0191 -13.5322
C 0.4084 2.1134 -13.7733
O 2.4347 -0.7655 -12.6398
C 2.6569 -2.0991 -12.1744
H -2.3389 -0.4697 -14.4690
H -0.7061 -0.4552 -15.1693
H -1.2330 -1.8160 -14.1398
H -0.2170 2.3420 -12.9107
H -0.2090 1.8963 -14.6484
H 1.0227 2.9857 -14.0029
H 2.1571 -2.8167 -12.8274
H 2.2902 -2.2117 -11.1521
H 3.7288 -2.2944 -12.1921
*
```

Calculated values
- Kohn-Sham gap (eV) = 6.55
- LUMO level (eV) = -4.3
- molecular weight (g/mol) = 1371.7

Results of the Mulliken charge analysis, in e, for atoms 1 through 99: -0.66, -0.46, -0.38, -0.04, -0.05, -0.45, 1.15, -0.82, 0.19, -0.97, -0.70, -0.44, -0.47, 0.32, -1.35, 0.93, -0.70, -0.74, 0.58, -0.29, -0.31, 0.46, -0.28, -0.33, 0.66, -0.28, -0.32, 0.56, -0.29, -0.27, 0.61, -0.33, -0.31, 0.59, -0.30, -0.27, 0.59, -0.29, -0.26, 0.63, -0.22, -0.26, -0.21, 0.29, 0.30, 0.03, 0.42, 0.24, 0.22, 0.48, 0.34, 0.33, 0.37, 0.43, 0.32, 0.33, 0.29, 0.30, 0.47, 0.34, 0.52, 0.55, 0.20, -0.78, -0.31, 0.86, -0.64, -0.24, -0.65, -0.14, -0.81, 0.24, 0.35, 0.33, 0.37, 0.28, 0.23, 0.33, 0.36, 0.20, -0.86, -0.24, 0.94, -0.60, -0.28, -0.49, -0.28, -0.68, 0.23, 0.38, 0.33, 0.25, 0.20, 0.28, 0.31, 0.29, 0.24, -0.79, -0.32